{"formula": "C8H10N2OS", "method": "wB97M-V/def2-TZVPD", "e_above_lowest_ev": 2.359, "gap_ha": 0.31169, "lumo_energy_ev": 0.28, "species": ["N", "C", "S", "N", "C", "C", "C", "C", "C", "C", "C", "O", "H", "H", "H", "H", "H", "H", "H", "H", "H", "H"], "xyz": [[0.646, 1.808, 3.137], [0.240, 0.824, 2.216], [-0.073, -0.891, 2.465], [-0.139, 1.132, 0.947], [-0.570, 0.311, -0.193], [-1.769, 0.668, -0.803], [-2.174, -0.086, -1.948], [-1.475, -1.145, -2.465], [-0.189, -1.422, -1.886], [0.287, -0.607, -0.807], [1.736, -0.730, -0.347], [2.249, -1.854, 0.480], [1.151, 1.373, 3.854], [0.480, 2.959, 3.119], [-0.166, 2.064, 0.558], [-2.181, 1.801, -0.608], [-3.118, 0.132, -2.329], [-1.579, -1.774, -3.354], [0.308, -2.214, -2.297], [2.454, -0.841, -1.289], [2.126, 0.257, 0.177], [1.758, -1.766, 1.373]]}

{"formula": "C57H53BrCdFN6O8STe", "method": "wB97M-V/def2-TZVPD", "e_above_lowest_ev": 0.705, "gap_ha": 0.16896, "lumo_energy_ev": 0.64, "charge": -1, "species": ["Cd", "C", "C", "C", "C", "C", "C", "C", "C", "C", "C", "N", "C", "C", "C", "C", "C", "N", "H", "H", "H", "H", "H", "H", "H", "H", "H", "H", "H", "H", "H", "H", "H", "H", "H", "C", "C", "N", "C", "C", "C", "O", "O", "C", "O", "C", "C", "C", "F", "C", "C", "C", "N", "C", "C", "N", "C", "C", "H", "H", "H", "H", "H", "H", "H", "H", "H", "H", "H", "H", "H", "H", "H", "H", "H", "H", "O", "C", "N", "S", "O", "O", "C", "C", "C", "C", "C", "C", "H", "H", "H", "H", "Br", "C", "C", "C", "C", "C", "C", "C", "O", "O", "H", "H", "H", "H", "Te", "C", "C", "C", "C", "C", "C", "C", "C", "C", "C", "C", "C", "H", "H", "H", "H", "H", "H", "H", "H", "H", "H"], "xyz": [[-0.170, 0.444, -0.583], [-1.865, 4.451, 2.198], [-1.282, 3.902, 3.507], [0.179, 3.497, 3.349], [1.089, 4.179, 4.151], [2.455, 4.102, 3.950], [2.911, 3.442, 2.822], [2.042, 2.754, 1.986], [2.576, 2.267, 0.667], [2.403, 3.353, -0.404], [0.673, 2.644, 2.326], [-0.143, 1.755, 1.603], [-1.178, 1.251, 2.195], [-2.180, 0.482, 1.551], [-3.404, 0.045, 2.069], [-4.051, -0.622, 1.029], [-3.179, -0.576, -0.064], [-2.064, 0.091, 0.247], [-2.890, 4.794, 2.354], [-1.872, 3.697, 1.413], [-1.265, 5.293, 1.845], [-1.924, 3.106, 3.879], [-1.316, 4.692, 4.260], [0.705, 4.808, 4.948], [3.143, 4.605, 4.618], [3.967, 3.458, 2.575], [2.052, 1.377, 0.351], [3.633, 2.014, 0.765], [1.345, 3.574, -0.543], [2.811, 3.010, -1.357], [2.924, 4.268, -0.111], [-1.327, 1.393, 3.262], [-3.770, 0.209, 3.072], [-5.027, -1.083, 1.046], [-3.334, -0.973, -1.059], [-5.174, -5.562, -1.343], [-3.714, -6.005, -1.398], [-2.790, -4.883, -1.384], [-2.395, -4.383, -0.166], [-1.533, -3.367, 0.044], [-1.308, -3.053, 1.551], [-1.909, -3.819, 2.325], [-0.547, -2.109, 1.852], [-0.909, -2.729, -1.113], [-0.030, -1.882, -1.165], [-1.421, -3.221, -2.422], [-0.949, -2.591, -3.567], [-1.385, -2.985, -4.805], [-0.886, -2.436, -5.927], [-2.345, -3.974, -4.919], [-2.851, -4.597, -3.790], [-2.359, -4.264, -2.524], [-3.010, -4.317, -6.185], [-2.764, -5.696, -6.710], [-4.016, -6.093, -7.527], [-4.810, -4.881, -7.737], [-4.014, -3.815, -8.349], [-2.923, -3.374, -7.337], [-5.833, -6.432, -1.344], [-5.431, -4.931, -2.197], [-5.352, -4.988, -0.434], [-3.525, -6.618, -2.280], [-3.494, -6.621, -0.527], [-2.817, -4.863, 0.709], [-0.278, -1.745, -3.469], [-3.649, -5.321, -3.913], [-2.586, -6.367, -5.875], [-1.867, -5.673, -7.324], [-4.626, -6.802, -6.968], [-3.711, -6.569, -8.465], [-4.016, -4.323, -5.970], [-5.647, -5.076, -8.267], [-4.673, -2.981, -8.577], [-3.546, -4.143, -9.285], [-3.076, -2.363, -6.972], [-1.929, -3.433, -7.765], [-0.761, 0.223, -4.651], [-1.189, 1.093, -3.900], [-1.423, 0.963, -2.574], [-2.031, 2.314, -1.915], [-3.402, 2.188, -1.501], [-1.109, 2.881, -0.952], [-2.029, 3.284, -3.417], [-2.484, 4.561, -3.670], [-2.448, 5.011, -4.984], [-1.967, 4.190, -6.002], [-1.521, 2.904, -5.728], [-1.563, 2.460, -4.418], [-2.859, 5.185, -2.868], [-2.798, 6.008, -5.221], [-1.945, 4.565, -7.018], [-1.145, 2.254, -6.509], [3.204, 0.430, -7.114], [3.852, -0.052, -5.382], [5.161, -0.490, -5.272], [5.636, -0.850, -4.017], [4.813, -0.759, -2.904], [3.507, -0.306, -3.034], [3.014, 0.048, -4.287], [2.620, -0.175, -1.798], [3.040, -0.647, -0.748], [1.528, 0.447, -2.008], [5.792, -0.549, -6.148], [6.658, -1.193, -3.916], [5.160, -1.037, -1.918], [1.990, 0.389, -4.374], [1.615, -1.470, 3.058], [3.439, -0.931, 4.105], [3.538, -1.210, 5.467], [4.661, -0.844, 6.201], [5.708, -0.178, 5.579], [5.629, 0.106, 4.222], [4.506, -0.270, 3.495], [2.484, -3.293, 2.393], [1.676, -4.396, 2.120], [2.223, -5.580, 1.645], [3.590, -5.692, 1.436], [4.403, -4.603, 1.717], [3.858, -3.419, 2.193], [2.721, -1.726, 5.958], [4.716, -1.081, 7.257], [6.586, 0.110, 6.147], [6.445, 0.622, 3.729], [4.449, -0.050, 2.434], [0.612, -4.338, 2.285], [1.571, -6.422, 1.438], [4.015, -6.617, 1.065], [5.473, -4.670, 1.556], [4.509, -2.582, 2.395]]}

{"formula": "C2N2OS2", "method": "wB97M-V/def2-TZVPD", "e_above_lowest_ev": 0.289, "gap_ha": [0.25424, 0.25380], "lumo_energy_ev": [-2.33, -2.32], "species": ["N", "C", "N", "S", "O", "C", "S"], "xyz": [[-0.574, 1.090, -0.321], [-0.780, -0.036, -0.268], [-1.144, -1.270, -0.294], [-1.072, -2.665, 0.340], [1.404, -0.432, 0.202], [2.359, 0.208, 0.067], [3.587, 1.072, -0.102]]}

{"formula": "CH11O4S", "method": "wB97M-V/def2-TZVPD", "e_above_lowest_ev": 1.024, "gap_ha": 0.27012, "lumo_energy_ev": 3.78, "charge": -1, "species": ["C", "S", "H", "H", "H", "H", "H", "O", "H", "H", "O", "H", "H", "O", "H", "H", "O"], "xyz": [[1.557, -0.994, -1.191], [0.791, -0.954, 0.434], [2.405, -1.605, -1.187], [0.970, -1.327, -1.933], [1.842, -0.001, -1.582], [1.385, 2.173, -1.231], [2.227, 1.426, -0.480], [2.364, 2.209, -1.058], [-1.228, -1.601, 1.639], [-2.464, -0.862, 1.368], [-1.989, -1.198, 2.132], [-1.234, -1.311, -0.695], [-1.529, 0.225, -0.929], [-2.019, -0.664, -0.888], [-1.736, 1.546, 0.523], [-0.370, 1.935, 0.767], [-1.140, 2.232, 0.306]]}

{"formula": "C15H26AsCrO4S", "method": "wB97M-V/def2-TZVPD", "s_squared": 0.759, "multiplicity": 2, "gap_ha": [0.28433, 0.30574], "lumo_energy_ev": [-7.12, -6.54], "charge": 2, "species": ["Cr", "C", "C", "O", "C", "C", "C", "C", "C", "C", "O", "H", "H", "H", "H", "H", "H", "H", "C", "O", "C", "C", "O", "C", "H", "H", "H", "H", "H", "H", "H", "H", "H", "H", "C", "As", "C", "C", "S", "H", "H", "H", "H", "H", "H", "H", "H", "H"], "xyz": [[-0.496, 0.466, -0.725], [-0.219, 0.126, 3.497], [-0.590, -0.251, 2.099], [-0.143, 0.468, 1.177], [-1.421, -1.399, 1.809], [-1.818, -2.265, 2.845], [-2.598, -3.368, 2.586], [-3.005, -3.625, 1.276], [-2.640, -2.789, 0.239], [-1.851, -1.675, 0.499], [-1.572, -0.873, -0.565], [0.355, 1.048, 3.486], [0.379, -0.663, 3.959], [-1.111, 0.253, 4.110], [-1.495, -2.068, 3.858], [-2.894, -4.029, 3.387], [-3.617, -4.492, 1.066], [-2.960, -2.977, -0.776], [-1.004, -0.622, -3.534], [-1.007, 0.572, -2.721], [-2.200, 1.353, -2.858], [-1.982, 2.533, -1.961], [-1.757, 1.991, -0.627], [-1.483, 3.056, 0.329], [-1.097, -0.331, -4.579], [-1.829, -1.267, -3.233], [-0.051, -1.113, -3.365], [-3.058, 0.752, -2.544], [-2.335, 1.672, -3.893], [-2.848, 3.195, -1.948], [-1.097, 3.101, -2.258], [-2.278, 3.794, 0.253], [-0.518, 3.512, 0.110], [-1.483, 2.607, 1.315], [4.132, 1.980, 0.198], [3.412, 0.303, -0.371], [3.147, -0.828, 1.148], [4.648, -0.522, -1.570], [1.627, 0.640, -1.541], [5.124, 1.807, 0.615], [3.481, 2.415, 0.954], [4.202, 2.639, -0.664], [4.118, -1.014, 1.608], [2.709, -1.769, 0.820], [2.491, -0.328, 1.857], [5.605, -0.626, -1.060], [4.757, 0.110, -2.448], [4.268, -1.500, -1.859]]}

{"formula": "C3H6N2O", "method": "wB97M-V/def2-TZVPD", "e_above_lowest_ev": 2.209, "gap_ha": 0.41250, "lumo_energy_ev": 0.85, "species": ["H", "N", "C", "C", "O", "C", "N", "H", "H", "H", "H", "H"], "xyz": [[1.746, -1.701, 0.421], [2.024, -0.929, -0.193], [1.011, -0.446, -0.779], [-0.437, -0.851, -0.610], [-1.188, 0.273, -0.142], [-0.532, 1.012, 0.799], [-0.942, 2.071, 1.337], [-1.868, 2.323, 0.997], [1.146, 0.453, -1.392], [-0.870, -1.136, -1.574], [-0.541, -1.698, 0.084], [0.451, 0.629, 1.051]]}

{"formula": "C3H6N2OS2", "method": "wB97M-V/def2-TZVPD", "e_above_lowest_ev": 2.591, "gap_ha": 0.31762, "lumo_energy_ev": -0.39, "species": ["H", "N", "C", "N", "S", "O", "C", "C", "S", "H", "H", "H", "H", "H"], "xyz": [[0.785, 1.796, -0.170], [1.495, 1.052, -0.063], [0.986, -0.095, -0.191], [1.712, -1.271, -0.278], [3.391, -1.100, -0.049], [-0.346, -0.422, -0.204], [-1.312, 0.632, -0.068], [-2.656, 0.018, -0.043], [-3.074, -1.501, -0.035], [1.338, -2.118, 0.068], [3.480, -0.413, 1.051], [-1.097, 1.241, 0.871], [-1.256, 1.354, -0.903], [-3.445, 0.826, 0.016]]}